Entry 1:
Below is a cluster of 8 separate species, C21H61BNO22PS7 in total, with properties calculated with ωB97M-V/def2-TZVPD.

```
114
Properties=species:S:1:pos:R:3:mulliken_charge:R:1
S -6.923 -2.839 -4.063 1.243
S 5.391 4.621 -0.384 1.304
S 3.066 -1.472 2.297 1.097
S 4.277 4.553 6.937 1.156
S 5.375 3.633 -6.162 1.131
S -0.321 -4.075 -1.160 1.313
S -10.619 -4.396 0.207 1.135
P 1.556 -0.235 6.695 0.353
O -10.977 -5.726 0.574 -0.602
O 2.196 -1.377 0.980 -0.090
O -11.785 -3.401 0.614 -0.300
O 6.638 4.410 -1.048 -0.700
O 6.618 4.055 -6.726 -0.668
O -6.801 -3.494 -5.506 -0.277
O -0.268 -3.002 -2.099 -0.640
O 4.307 3.720 -0.607 -0.518
O 0.385 -3.978 0.080 -0.569
O 4.026 5.524 5.921 -0.610
O 4.443 -1.268 1.975 -0.633
O 4.994 4.089 -4.864 -0.448
O 5.831 4.507 7.250 -0.295
O 2.018 1.070 7.583 -0.517
O -10.232 -4.114 -1.142 -0.529
O -6.864 -1.417 -4.200 -0.692
O 5.311 2.050 -6.189 -0.288
O -6.022 -3.505 -3.175 -0.557
O 2.451 -0.684 3.320 -0.557
O -1.833 -4.438 -0.853 -0.314
O 3.818 3.211 6.762 -0.647
O 4.910 6.109 -0.662 -0.304
N 0.065 -0.680 7.388 -0.620
C 6.660 3.733 6.349 -0.427
C 3.647 6.026 -2.773 -0.860
C 5.652 4.793 1.347 -1.239
C 2.984 0.634 -0.214 -0.901
C 6.370 1.297 -4.093 -0.892
C 3.743 5.169 8.492 -0.985
C 0.105 -5.577 -1.967 -1.042
C 6.432 1.338 -5.607 -0.387
C -4.387 -3.718 -5.948 -0.878
C -12.921 -3.309 -0.278 -0.319
C -2.996 -2.294 -0.493 -0.786
C -13.885 -4.466 -0.112 -0.988
C -2.533 -3.607 0.103 -0.314
C 6.958 4.468 5.058 -0.745
C -5.698 -3.061 -6.334 -0.405
C -8.567 -3.344 -3.715 -0.929
C 2.794 -3.181 2.609 -0.924
C -9.403 -3.784 1.318 -0.994
C 4.067 3.930 -7.298 -1.005
C 1.845 -0.058 0.502 -0.430
C 4.871 6.536 -2.045 -0.438
B 2.825 -1.527 7.294 0.201
H -13.444 -5.403 -0.448 0.297
H -3.621 -3.471 -6.683 0.382
H -8.621 -4.426 -3.777 0.318
H 7.574 3.549 6.907 0.283
H 6.518 2.284 -3.658 0.227
H 3.372 -1.469 8.353 -0.064
H 7.363 1.782 -5.961 0.346
H 3.986 4.437 9.256 0.321
H 3.936 5.007 -7.351 0.366
H 4.723 5.113 1.810 0.412
H -9.176 -2.755 1.056 0.321
H 0.013 -6.393 -1.257 0.308
H -3.556 -2.468 -1.412 0.165
H -8.525 -4.414 1.198 0.382
H -14.161 -4.585 0.935 0.268
H 6.061 4.585 4.453 0.104
H 2.635 1.561 -0.665 0.391
H -4.502 -4.801 -5.907 0.266
H -0.560 -5.715 -2.815 0.346
H 4.349 3.529 -8.266 0.352
H 3.594 6.473 -3.765 0.375
H 6.365 0.336 -6.024 0.277
H 7.148 0.636 -3.712 0.410
H 3.156 -2.379 6.531 -0.095
H 3.396 -0.005 -0.995 0.252
H 5.943 3.813 1.718 0.432
H -5.626 -1.974 -6.299 0.351
H 1.133 -5.472 -2.303 0.379
H 5.788 6.223 -2.546 0.367
H 7.352 5.462 5.266 0.290
H 3.388 -3.442 3.481 0.404
H -8.797 -3.018 -2.706 0.320
H -14.786 -4.281 -0.696 0.384
H -12.568 -3.225 -1.306 0.300
H 1.487 0.542 1.340 0.337
H -3.384 -4.206 0.418 0.279
H 3.120 -3.748 1.742 0.305
H -1.900 -3.450 0.978 0.310
H 3.166 3.455 -6.920 0.320
H 3.791 0.879 0.473 0.254
H -9.790 -3.859 2.329 0.352
H -3.636 -1.768 0.214 0.389
H 7.694 3.910 4.480 0.414
H 1.737 -3.339 2.799 0.257
H -13.400 -2.369 -0.016 0.283
H 0.079 -1.488 7.990 0.241
H 6.444 5.516 1.509 0.403
H 1.007 -0.224 -0.171 0.229
H 4.873 7.623 -2.002 0.266
H -5.985 -3.341 -7.344 0.285
H -9.233 -2.873 -4.431 0.383
H 2.667 5.306 8.421 0.375
H 4.238 6.117 8.677 0.347
H 6.186 2.769 6.162 0.310
H 5.401 0.930 -3.760 0.243
H 3.687 4.947 -2.892 0.177
H -2.153 -1.649 -0.735 0.200
H -4.046 -3.382 -4.971 0.202
H 2.739 6.272 -2.222 0.324
H -0.636 -0.780 6.670 0.263
H 2.408 1.667 6.912 0.345
```

The multiplicity is 1. As for the total charge: 0. The HOMO energy comes out at -7.67 eV. The calculation puts the frontier orbital gap at 7.67 eV.

Entry 2:
Below is a structure of composition C21H62BN5O7V at a distorted geometry, with properties calculated with ωB97M-V/def2-TZVPD.

```
97
Properties=species:S:1:pos:R:3:mulliken_spin:R:1
V -2.074 -1.236 -0.674 1.226
O -2.790 -1.418 4.379 0.000
O -3.649 0.119 0.200 0.000
O 5.799 -0.235 1.298 0.000
O -2.097 -0.854 -2.257 -0.220
O -0.690 -3.104 -0.933 0.000
O 1.963 4.991 -0.157 0.003
O -0.377 1.277 -4.650 0.001
N 1.587 -1.867 -5.134 0.000
N -2.256 1.477 2.472 0.004
N -1.664 3.835 -0.377 0.772
N -2.049 -2.395 1.263 -0.011
N 2.494 -1.480 -0.032 0.000
C 0.597 -0.798 -5.406 0.001
C 3.649 0.507 -0.864 -0.001
C -0.902 0.940 4.384 0.000
C -0.838 -3.687 2.848 0.000
C -0.789 -1.525 -5.551 -0.001
C 6.469 -0.375 2.594 0.000
C -0.715 2.151 -3.604 -0.003
C -3.173 -0.181 3.819 0.001
C -3.875 -2.251 4.817 0.000
C 4.443 -0.676 1.297 0.000
C 3.063 4.761 -1.050 0.000
C -0.312 -3.833 -2.124 0.004
C 3.768 -0.827 -0.078 0.000
C -0.712 -2.902 1.503 -0.003
C -4.970 0.343 -0.220 0.000
C -0.285 -3.771 0.299 0.008
C 0.618 0.369 -4.381 0.000
C -0.109 3.815 1.493 0.173
C -0.471 4.459 0.153 0.012
C 0.774 4.373 -0.730 0.019
C -1.885 0.413 3.310 -0.009
B -0.297 0.158 -0.343 -0.044
H 3.318 1.313 -0.209 0.000
H -1.252 2.936 -0.583 0.013
H 2.358 -1.754 -0.995 -0.001
H -2.374 3.562 0.287 -0.002
H 6.655 -1.433 2.780 0.000
H -1.649 -0.860 -5.631 0.000
H 7.454 0.075 2.473 0.000
H 0.683 -4.278 -2.136 0.000
H 1.600 0.838 -4.322 0.000
H -1.101 -2.106 -4.683 0.001
H -1.122 3.089 -3.983 0.001
H -0.242 -0.732 -0.950 0.008
H -0.870 -4.690 0.270 -0.001
H -1.352 -0.354 2.749 0.017
H -0.556 1.049 -0.896 0.006
H -1.199 -3.217 3.763 0.000
H 0.868 3.328 -1.026 -0.009
H 0.162 2.403 -3.007 0.002
H 2.829 0.452 -1.579 -0.001
H -2.886 1.063 1.801 0.003
H -4.534 -2.342 3.953 0.000
H 0.358 -0.018 -3.396 0.002
H 4.019 5.090 -0.643 0.000
H 1.633 -2.440 -5.965 0.000
H -1.467 1.594 1.852 0.005
H 0.826 -0.318 -6.358 0.000
H -0.790 -2.153 -6.442 0.000
H 3.155 3.689 -1.223 0.000
H -1.355 1.680 -2.858 0.000
H 2.429 -1.317 -5.230 0.000
H 2.920 5.316 -1.977 0.000
H -0.539 0.111 4.992 0.000
H 4.449 0.735 -1.568 0.000
H 1.765 -0.791 0.091 -0.012
H -0.987 -4.682 -2.231 0.001
H -0.925 3.827 2.214 -0.004
H -0.714 5.518 0.240 0.021
H 4.351 -1.404 -0.796 0.000
H -5.202 1.364 0.084 0.001
H -3.503 -3.219 5.153 0.000
H -0.081 -4.443 3.053 0.000
H -0.106 -1.996 1.526 -0.002
H -0.995 -0.057 0.451 0.000
H 4.407 -1.656 1.773 0.000
H -1.407 1.634 5.056 0.000
H 0.186 2.768 1.429 -0.002
H 0.752 -4.109 0.289 0.000
H 3.860 -0.071 1.991 0.000
H 5.856 0.077 3.373 0.000
H -4.977 0.241 -1.305 -0.002
H 0.577 4.923 -1.650 0.004
H -3.772 0.314 4.584 0.000
H -2.595 -3.241 1.344 0.004
H -0.412 -3.272 -3.053 -0.001
H -4.317 -1.786 5.698 0.000
H -3.833 -0.285 2.958 0.001
H 0.698 4.359 1.984 0.003
H -5.792 -0.242 0.192 0.001
H -2.436 -1.898 2.053 0.007
H -1.711 -4.322 2.696 0.000
H 0.666 0.265 0.131 0.005
H -0.023 1.302 3.851 0.000
```

The multiplicity is 3. As for the total charge: +1. The HOMO energy (alpha / beta) comes out at -11.40 / -11.40 eV. The calculation puts the frontier orbital gap (alpha / beta) at 7.92 / 3.29 eV.

Which formula does entry 1 have?
C21H61BNO22PS7